{
  "formula": "C33H35NO17",
  "method": "ωB97M-V/def2-TZVPD",
  "homo_energy_ev": -9.341,
  "energy_ha": -2612.1904,
  "de_lowest_kj_mol": 0.0,
  "e_lumo_ev": -1.612,
  "homo_lumo_gap_ev": 7.73,
  "total_charge": 0,
  "smiles": "O=C(C[C@@H](COCCCCO)NCOO)c1ccccc1.O=C1C=C(O)C(=O)C=C1O.O=C1C=C(O)C(=O)C=C1O.O=C1C=C(O)C(=O)C=C1O",
  "symbols": ["H", "C", "C", "C", "C", "H", "C", "H", "C", "H", "O", "C", "H", "H", "C", "C", "C", "H", "H", "C", "O", "H", "C", "N", "H", "C", "H", "O", "O", "C", "H", "C", "O", "C", "C", "C", "C", "H", "C", "C", "O", "O", "O", "O", "O", "C", "H", "O", "H", "C", "H", "C", "H", "H", "H", "H", "H", "O", "H", "H", "C", "O", "H", "H", "O", "C", "H", "O", "H", "H", "H", "H", "H", "H", "H", "C", "H", "O", "C", "O", "C", "C", "C", "C", "H", "C"],
  "xyz": [[-1.130, -0.728, 2.999], [-0.340, -1.912, 1.352], [3.025, 6.234, -0.402], [-3.133, 2.463, -0.348], [1.937, 5.519, -1.038], [1.012, -0.043, -4.176], [6.987, -0.729, -3.324], [0.506, -1.835, 0.661], [6.128, -3.041, -2.686], [4.225, -3.161, -1.739], [-0.912, 0.436, 1.284], [-0.819, 1.066, -3.977], [-4.211, 0.245, -2.029], [7.297, -4.402, -3.137], [3.277, 7.496, -0.773], [-4.631, -0.273, -1.155], [-2.251, 0.879, 1.461], [-2.830, 0.187, 2.073], [-2.307, 0.481, -0.611], [-2.954, 1.009, 0.092], [-0.715, -7.156, 5.917], [-1.851, -4.234, 1.280], [-3.045, -3.735, 6.068], [-4.234, 0.270, 0.110], [4.689, 1.144, -2.365], [4.791, -1.109, -2.194], [-0.101, -2.727, 2.045], [-1.970, -6.442, 8.073], [6.417, -4.331, -2.716], [-1.920, 3.106, -1.002], [1.877, 0.610, -1.974], [-1.574, 1.880, -3.147], [3.807, -0.545, -1.748], [-0.471, -0.617, 2.133], [-1.756, -3.743, 0.307], [-2.131, -5.685, 7.134], [-1.079, 2.245, -1.898], [4.179, 9.106, -0.710], [0.911, 0.971, -2.303], [1.144, 6.217, -2.127], [-2.923, -4.033, -0.462], [-4.242, -2.061, -2.521], [2.785, 9.358, -2.073], [-4.132, -1.606, -1.158], [-1.673, 4.283, -0.844], [0.166, 1.795, -1.472], [-0.821, -7.487, 6.831], [8.194, -2.724, -3.709], [-0.895, -4.148, -0.232], [-1.545, -5.303, 4.734], [3.595, 5.724, 0.362], [-1.584, -2.250, 0.531], [-3.461, -3.232, -0.490], [-5.720, -0.278, -1.254], [-3.662, -2.301, 5.076], [-2.471, -1.905, 1.073], [-2.549, 2.237, -3.459], [1.611, 4.382, -0.757], [-3.935, 2.517, -1.096], [-1.536, -1.754, -0.438], [-2.935, -4.480, 7.176], [-2.538, -3.363, 3.827], [-3.422, -4.222, 8.105], [-1.052, -5.557, 3.807], [0.202, 5.486, -2.684], [2.468, 8.205, -1.834], [-3.892, -2.959, -2.420], [4.241, 8.242, -0.255], [0.516, -0.338, 2.515], [-3.437, 3.102, 0.484], [7.753, -0.108, -3.765], [0.185, 4.619, -2.231], [-1.205, 0.785, -4.948], [0.842, 7.996, -3.259], [-4.973, 0.876, 0.443], [-2.360, -4.108, 4.774], [-2.204, 1.853, 1.965], [-3.753, -2.619, 5.995], [5.854, -0.229, -2.812], [5.561, 1.062, -2.797], [1.402, 7.487, -2.488], [0.419, 0.608, -3.546], [7.201, -2.161, -3.287], [-1.433, -6.048, 5.843], [0.519, 2.078, -0.491], [4.996, -2.540, -2.172]],
  "atomic_forces_ev_per_a": [[-0.15, -0.04, -0.09], [0.07, -0.22, -0.30], [-0.01, -0.06, 0.04], [0.02, 0.04, -0.16], [0.07, 0.06, 0.09], [-0.04, 0.00, -0.07], [0.12, -0.04, -0.06], [0.06, 0.06, 0.13], [-0.06, -0.05, 0.04], [0.02, -0.02, 0.00], [-0.20, 0.01, 0.10], [-0.06, 0.00, 0.00], [0.11, -0.06, 0.03], [0.04, 0.03, -0.02], [0.05, -0.04, 0.08], [0.03, 0.08, 0.04], [0.28, 0.24, -0.20], [0.06, -0.05, 0.05], [-0.05, 0.03, -0.03], [-0.05, -0.44, 0.23], [0.01, -0.01, -0.03], [0.13, -0.08, -0.03], [-0.06, 0.02, 0.07], [-0.14, 0.50, -0.24], [-0.03, -0.03, 0.02], [-0.03, -0.20, 0.02], [-0.06, 0.06, 0.06], [0.05, -0.07, 0.01], [-0.02, -0.02, 0.02], [0.02, 0.33, 0.13], [-0.09, -0.02, -0.01], [0.00, 0.00, 0.13], [0.04, 0.04, 0.00], [0.38, -0.01, -0.13], [-0.13, 0.18, -0.05], [-0.14, 0.18, 0.06], [-0.06, -0.02, -0.07], [-0.03, 0.02, -0.04], [0.07, 0.11, 0.18], [0.03, 0.06, -0.04], [0.02, -0.02, -0.23], [-0.08, 0.08, -0.02], [0.05, 0.03, 0.02], [-0.05, 0.00, -0.22], [0.01, -0.42, 0.07], [-0.20, 0.04, -0.05], [-0.03, 0.01, 0.04], [0.02, -0.08, -0.01], [0.01, -0.09, 0.09], [0.01, 0.06, -0.12], [0.00, 0.01, 0.01], [0.01, -0.25, 0.38], [0.03, -0.04, 0.38], [0.01, -0.08, 0.08], [0.02, -0.02, -0.05], [-0.06, 0.09, -0.18], [0.02, -0.03, -0.07], [0.03, -0.02, -0.08], [0.08, -0.03, -0.06], [-0.14, 0.15, 0.05], [0.01, -0.06, 0.12], [-0.03, 0.14, -0.02], [-0.01, 0.01, -0.01], [0.00, -0.02, 0.01], [0.15, -0.01, -0.13], [-0.13, -0.04, -0.12], [0.08, -0.02, -0.04], [0.03, -0.01, 0.04], [-0.08, 0.08, 0.05], [-0.02, 0.00, -0.02], [-0.01, 0.02, 0.01], [-0.14, 0.07, 0.17], [0.04, -0.01, 0.00], [-0.03, -0.03, 0.00], [-0.02, -0.14, 0.20], [0.15, -0.19, -0.07], [-0.17, -0.03, 0.04], [-0.01, 0.00, 0.03], [0.06, 0.05, -0.03], [0.03, 0.01, -0.01], [-0.01, 0.08, -0.05], [0.06, -0.07, -0.09], [0.01, 0.23, -0.03], [0.04, -0.03, -0.07], [0.10, -0.04, -0.02], [-0.12, 0.03, 0.06]]
}

***

{
  "formula": "C33H35NOP2PbSi",
  "method": "ωB97M-V/def2-TZVPD",
  "homo_energy_ev": [-13.851, -13.492],
  "energy_ha": -2573.0513,
  "de_lowest_kj_mol": 301.7,
  "e_lumo_ev": [-7.542, -8.971],
  "homo_lumo_gap_ev": [6.31, 4.52],
  "total_charge": 2,
  "symbols": ["H", "H", "C", "O", "H", "C", "C", "C", "P", "Si", "H", "C", "C", "C", "C", "H", "H", "H", "H", "H", "H", "H", "H", "H", "C", "C", "H", "C", "H", "C", "N", "H", "H", "H", "C", "C", "C", "C", "P", "C", "C", "C", "H", "H", "H", "Pb", "C", "C", "H", "H", "C", "H", "C", "H", "H", "C", "H", "C", "C", "C", "C", "H", "C", "C", "H", "H", "H", "H", "H", "C", "C", "H", "H", "C"],
  "xyz": [[2.201, 0.771, -3.227], [2.465, 3.970, -1.014], [1.713, 3.209, -0.860], [-2.085, -0.097, -2.106], [-4.506, -0.906, -4.603], [3.491, 1.335, 0.951], [3.128, -1.184, -1.403], [-0.274, -0.429, 2.512], [4.058, 0.372, -1.722], [-3.404, 0.387, -2.857], [1.784, -3.257, 0.940], [-3.195, 1.840, -3.991], [-5.012, -0.669, 1.995], [-3.135, -2.146, 0.572], [3.914, 1.914, 2.136], [-1.432, 2.082, 1.429], [3.204, 2.092, 2.936], [5.574, 2.718, 3.235], [-2.085, 1.571, -0.134], [-3.455, 0.769, 2.293], [0.364, 4.012, 0.684], [3.419, -1.735, -3.467], [1.602, -4.748, -1.030], [-2.699, -1.188, -4.782], [0.668, 0.524, 2.902], [-0.549, -1.518, 3.339], [-5.835, 0.444, -2.427], [-3.570, -1.222, -4.134], [7.199, 2.306, 1.415], [5.248, 2.267, 2.306], [0.605, 1.222, -1.109], [2.449, 1.062, 0.844], [-2.239, 1.802, -4.516], [2.797, -1.032, 0.725], [-0.012, 1.977, -0.160], [-3.725, -0.179, 1.838], [2.652, 1.431, -2.485], [2.673, -1.642, -0.161], [-1.094, -0.313, 0.915], [2.108, -2.912, -0.035], [-4.421, -2.642, 0.744], [6.159, 2.038, 1.287], [-3.228, 2.751, -3.383], [-6.361, -2.287, 1.586], [-4.900, 1.209, -1.135], [-0.031, -1.005, -1.580], [2.008, -3.749, -1.139], [0.657, 3.226, 0.002], [-4.688, -3.609, 0.333], [-0.111, -2.486, 5.197], [0.110, -1.646, 4.552], [1.549, -0.790, 5.893], [-1.226, 1.489, 0.539], [-2.405, -2.734, 0.024], [-5.741, -0.099, 2.555], [2.468, -3.311, -2.378], [-1.289, -2.256, 3.049], [1.320, 0.391, 4.118], [1.678, 1.936, -1.534], [-5.358, -1.901, 1.449], [4.398, 1.100, -0.089], [2.423, -3.968, -3.239], [1.042, -0.692, 4.942], [5.735, 1.457, 0.099], [0.891, 1.380, 2.270], [6.452, 1.277, -0.694], [2.037, 1.139, 4.433], [-3.646, -2.097, -3.495], [3.149, 2.249, -3.002], [3.023, -2.045, -2.505], [-4.932, 0.353, -1.817], [-4.003, 1.899, -4.724], [-4.990, -0.557, -1.217], [-2.782, -0.913, 1.116]],
  "atomic_forces_ev_per_a": [[0.01, -0.01, -0.05], [-0.08, -0.07, 0.00], [0.09, 0.00, 0.08], [-0.09, -0.02, -0.19], [0.08, 0.00, 0.07], [0.05, -0.01, -0.07], [0.06, -0.03, 0.09], [0.04, 0.01, 0.00], [-0.10, 0.00, -0.02], [0.16, 0.35, 0.32], [0.02, 0.02, -0.04], [-0.07, -0.06, 0.01], [0.00, 0.00, 0.01], [-0.01, -0.04, -0.02], [-0.04, 0.00, 0.00], [0.00, 0.00, 0.03], [0.09, 0.02, -0.12], [-0.01, -0.01, -0.04], [-0.03, 0.00, 0.00], [-0.02, -0.04, -0.02], [0.01, -0.07, -0.06], [-0.01, 0.00, 0.05], [0.02, 0.06, -0.01], [-0.06, 0.01, 0.06], [0.00, 0.02, -0.01], [0.03, -0.03, 0.01], [0.06, 0.01, 0.07], [-0.02, -0.30, -0.16], [-0.03, 0.00, 0.00], [0.03, 0.02, 0.02], [0.09, -0.04, 0.26], [0.06, 0.01, -0.04], [-0.06, 0.01, 0.02], [-0.01, -0.05, -0.03], [-0.08, 0.07, -0.06], [0.00, 0.02, 0.01], [0.12, -0.04, -0.04], [-0.03, 0.01, 0.04], [-0.13, -0.02, -0.26], [0.02, 0.05, 0.07], [0.01, -0.03, -0.03], [0.00, -0.02, 0.01], [0.02, -0.04, -0.07], [0.04, 0.01, -0.01], [-0.02, -0.04, -0.04], [0.05, -0.07, 0.07], [-0.03, -0.03, -0.07], [-0.04, 0.05, 0.00], [0.02, 0.05, 0.03], [0.01, 0.03, -0.01], [0.00, 0.00, 0.00], [-0.01, 0.00, -0.02], [-0.03, -0.01, 0.06], [0.00, 0.03, 0.01], [0.03, -0.03, -0.02], [-0.01, -0.01, 0.00], [0.02, 0.03, 0.00], [-0.01, -0.01, 0.08], [-0.04, 0.08, -0.09], [-0.03, 0.01, 0.02], [0.00, 0.06, 0.05], [0.00, 0.03, 0.04], [0.01, -0.01, -0.01], [0.01, 0.02, 0.00], [-0.07, -0.05, 0.09], [-0.01, 0.01, 0.01], [-0.07, -0.08, 0.02], [0.00, 0.08, -0.06], [0.06, 0.04, -0.02], [-0.03, -0.04, -0.05], [-0.10, 0.00, -0.10], [0.05, 0.02, 0.05], [0.01, 0.02, -0.02], [-0.02, 0.05, 0.11]]
}

***

{
  "formula": "C33H35OSiTi",
  "method": "ωB97M-V/def2-TZVPD",
  "homo_energy_ev": [1.399, 1.431],
  "energy_ha": -2492.5590,
  "e_lumo_ev": [4.545, 4.554],
  "homo_lumo_gap_ev": [3.15, 3.12],
  "multiplicity": 2,
  "total_charge": -2,
  "symbols": ["C", "H", "C", "C", "C", "C", "H", "H", "C", "C", "O", "H", "C", "H", "H", "H", "H", "C", "H", "C", "H", "C", "H", "H", "H", "C", "C", "C", "C", "H", "H", "C", "H", "H", "H", "C", "H", "H", "C", "C", "C", "H", "C", "C", "C", "C", "C", "H", "C", "H", "C", "C", "H", "H", "H", "H", "H", "C", "C", "H", "C", "H", "Si", "H", "C", "H", "H", "H", "Ti", "H", "C"],
  "xyz": [[-2.693, -0.781, 1.307], [-0.296, 2.183, 6.175], [0.572, -0.863, 4.905], [2.778, -0.168, -4.412], [-0.212, 1.358, 5.462], [-0.684, 0.432, 3.254], [-0.690, -0.861, -3.752], [-0.346, 3.312, 1.835], [-4.005, 3.658, 0.547], [-0.802, 1.475, 4.197], [0.179, -0.107, -2.081], [-5.494, -3.443, 0.708], [0.358, -2.466, 0.239], [-2.644, -0.597, -0.859], [0.070, -1.586, 2.936], [-0.379, 0.869, -3.765], [-5.032, 3.759, 0.195], [3.383, 1.167, -4.515], [1.914, 0.035, 1.963], [1.782, -2.601, 0.386], [0.831, 1.942, 0.384], [-3.109, -1.100, -0.006], [4.295, 0.276, -1.727], [-1.318, 5.552, 1.454], [3.783, 1.368, -5.526], [1.319, -0.378, -4.491], [2.428, 1.361, -1.088], [3.374, -0.270, 0.255], [1.668, 1.299, 0.121], [4.463, -1.286, -5.093], [1.351, -3.112, -2.921], [-4.122, -2.043, -0.213], [1.007, 0.236, -5.357], [1.194, -1.440, -4.758], [-3.666, 5.802, 0.638], [-4.287, -2.404, 2.177], [3.394, -3.038, -1.152], [-2.979, -1.204, 3.415], [-0.003, -0.747, 3.634], [2.246, 0.282, 0.957], [3.486, 0.396, -1.005], [1.088, -1.785, 5.178], [-1.368, 3.398, 1.452], [-3.236, 4.804, 0.794], [1.264, -2.866, -1.864], [2.344, -2.840, -0.916], [-3.289, -1.447, 2.397], [-4.739, -2.917, 3.026], [0.480, 0.196, 5.817], [3.191, -2.270, -4.335], [-1.918, 4.667, 1.247], [-4.709, -2.701, 0.878], [-1.366, 2.375, 3.943], [4.072, -1.020, 0.628], [2.314, -2.596, 1.335], [2.675, 1.971, -4.284], [-0.967, -2.709, -1.553], [-2.135, 2.235, 1.206], [0.068, -0.098, -3.502], [4.249, 1.258, -3.842], [3.706, -1.303, -4.289], [2.296, 2.087, -1.891], [-1.420, 0.553, 1.548], [-4.454, -2.257, -1.230], [-3.466, 2.384, 0.755], [4.269, -1.269, -3.341], [-4.087, 1.497, 0.592], [-0.368, -2.315, 1.035], [1.403, -0.746, -0.863], [0.946, 0.108, 6.804], [0.041, -2.657, -1.144]],
  "atomic_forces_ev_per_a": [[-0.54, 0.20, 0.33], [0.01, -0.23, -0.14], [-0.29, 0.20, -0.33], [-1.15, -0.28, 1.65], [-0.02, 0.05, -0.33], [-0.82, 0.10, 0.31], [0.06, -0.04, -0.28], [-0.31, -0.02, -0.19], [0.33, -0.26, -0.01], [0.59, -0.38, 0.60], [0.50, 0.30, -1.54], [0.23, 0.21, 0.07], [0.46, -0.77, -0.36], [-0.02, -0.14, 0.27], [0.02, 0.33, 0.17], [0.12, 0.13, -0.13], [0.16, 0.01, 0.09], [-0.18, -0.12, 0.05], [0.02, -0.05, -0.38], [-0.55, -1.18, -0.61], [0.17, -0.47, -0.23], [-0.45, -0.31, 0.35], [-0.51, -0.20, 0.09], [-0.11, -0.11, -0.05], [0.31, 0.32, -0.48], [0.09, -0.20, -0.56], [0.54, 0.14, 1.07], [0.08, 1.35, 0.21], [1.37, 0.35, 0.10], [0.38, -0.19, -0.19], [0.02, 0.41, 0.32], [0.12, 0.15, 0.26], [-0.73, -0.06, -0.39], [-0.14, 0.06, -0.14], [0.18, -0.40, 0.05], [0.25, 0.05, -0.04], [-0.47, 0.31, 0.10], [-0.09, -0.04, -0.26], [0.12, 0.17, 0.68], [0.66, 0.79, -0.22], [-0.39, 0.29, 0.55], [-0.08, 0.22, -0.01], [-0.53, 0.33, -0.18], [-0.03, 0.09, -0.04], [-0.29, -0.69, 1.05], [-0.70, -0.63, 0.23], [-0.35, -0.43, -0.61], [0.04, 0.07, -0.15], [0.09, -0.09, 0.10], [0.03, 0.00, 0.02], [-0.09, -0.34, 0.01], [0.06, 0.08, -0.15], [0.15, -0.23, 0.05], [-0.42, 0.15, -0.18], [-0.11, 0.23, -0.37], [0.11, 0.01, 0.00], [0.40, 0.45, 0.05], [-0.46, -0.17, 0.83], [-0.08, 0.22, 1.10], [0.11, 0.30, 0.14], [-0.19, 0.24, -0.06], [-0.17, -0.59, 0.14], [1.44, -0.27, -1.21], [0.07, -0.03, 0.23], [0.03, 0.81, -0.12], [0.47, -0.34, 0.25], [0.22, 0.31, 0.05], [0.25, 0.03, -0.32], [-0.82, 0.50, -1.27], [-0.18, 0.05, -0.33], [0.98, -0.76, 0.31]]
}